This record from the Open Molecules 2025 dataset describes C8H22Br3O4V as an isolated structure in a non-equilibrium geometry. The level of theory is ωB97M-V/def2-TZVPD.

Output
**HOMO-LUMO gap (alpha / beta)**: 7.759 / 7.760 eV
**HOMO level (alpha / beta)**: -0.19063 / -0.19068 Ha
**Total charge**: -1
**Spin multiplicity**: 2
**DFT total energy**: -9285.2105 Ha

The geometry in XYZ format:
```
38
Properties=species:S:1:pos:R:3:forces:R:3
O 0.951 -1.146 0.998 0.0 0.6 -0.2
V 0.117 -2.383 1.358 0.3 -0.8 0.6
Br -1.984 -3.977 2.193 0.5 0.6 -0.5
Br 1.433 -3.950 -0.342 -0.6 0.5 0.7
Br 1.428 -2.579 3.817 -0.7 0.0 -1.1
C 3.272 3.022 0.526 0.9 -0.2 0.0
C 2.817 1.971 -0.484 -1.6 0.6 0.9
C 3.297 0.558 -0.224 1.1 0.9 0.7
O 1.357 1.954 -0.322 0.6 -0.5 -0.8
H 3.128 2.622 1.530 0.1 0.1 0.1
H 2.720 3.961 0.442 -0.3 -0.1 -0.2
H 4.314 3.321 0.369 0.1 -0.3 0.2
H 3.120 2.332 -1.474 -0.4 -0.2 -0.2
H 3.253 0.332 0.843 -0.6 -0.1 -0.1
H 4.379 0.581 -0.395 0.0 -0.4 -0.5
H 2.782 -0.209 -0.791 0.0 0.0 -0.1
H 1.091 2.824 -0.025 -0.1 0.2 0.0
C -1.301 -1.956 -3.019 -0.2 -0.6 0.5
C -0.910 -1.065 -1.847 0.1 0.3 0.2
C -1.693 0.262 -1.902 0.9 -0.9 0.5
O -1.225 -1.701 -0.583 -0.7 -0.4 -0.5
H -0.969 -2.987 -2.874 0.4 0.1 0.0
H -0.928 -1.585 -3.971 0.0 0.1 0.0
H -2.394 -2.030 -3.069 0.0 0.2 -0.1
H 0.171 -0.929 -1.786 -0.1 0.2 -0.2
H -1.329 0.859 -2.736 -0.3 0.2 0.0
H -1.506 0.734 -0.940 0.0 0.5 -0.2
H -2.754 0.017 -1.963 -0.1 0.2 -0.2
H -2.059 -2.149 -0.799 0.2 -0.3 0.9
C -3.082 0.621 1.455 0.0 -1.3 0.3
C -1.673 0.532 2.031 0.1 1.0 0.2
O -1.316 -0.774 2.443 0.1 -0.2 -0.4
H -3.786 0.592 2.290 -0.2 0.5 -0.2
H -3.288 -0.308 0.916 0.2 0.1 -0.2
H -3.231 1.444 0.762 -0.1 0.3 0.3
H -1.603 1.183 2.909 0.0 0.1 0.0
H -0.932 0.933 1.337 0.2 -0.5 -0.1
H -1.669 -0.925 3.325 0.1 -0.5 0.0
```
Forces are in eV/Å.

Need the natural (NBO) charges? In units of e they are: -0.5921 1.3204 -0.6822 -0.5803 -0.6162 -0.6323 0.1045 -0.6226 -0.7329 0.2194 0.1919 0.2050 0.1478 0.2295 0.1957 0.2422 0.4556 -0.6447 0.0984 -0.6252 -0.7205 0.2416 0.2164 0.1881 0.2068 0.2096 0.2241 0.1923 0.4845 -0.6458 -0.0612 -0.7124 0.2009 0.2264 0.2086 0.1590 0.1968 0.5028